Computed, not measured: C13H42BaF3O11 as an isolated structure at a distorted geometry, with the ωB97M-V functional and the def2-TZVPD basis.

Values from the calculation:
HOMO energy: -0.3489 Ha
Total charge: +1
Energy: -1672.5202 Ha
Frontier orbital gap: 2.356 eV
Max |F|: 2.626 eV Å⁻¹
LUMO energy: -7.14 eV

Each line ends with the Mulliken charge.
Element x y z (Å)
Ba -1.20949 -5.97692 5.75465  1.5933
C -0.09827 -0.10605 2.43561  -0.0420
O -0.80213 1.02331 1.93901  -0.2136
O -0.92923 -0.82212 3.26799  -0.7619
C 0.63055 -0.81705 1.21885  0.8907
F 0.28904 -0.46399 -0.02115  -0.2543
F 1.98448 -0.59177 1.24477  -0.3004
F 0.50599 -2.16580 1.23896  -0.2819
C -0.11547 2.11295 1.47503  -0.1945
C -1.07945 2.86750 0.55316  -1.2331
H -1.92977 3.18171 1.15841  0.2846
H -0.62826 3.63017 -0.08157  0.3775
H -1.46008 2.09459 -0.11454  0.3066
H 0.76421 1.96204 0.84935  0.2668
H 0.23730 2.76097 2.27735  0.3339
H 0.63209 0.35036 3.10371  0.2232
C -4.04769 2.06597 6.75852  -0.4798
O -3.48912 0.97641 7.42986  -0.5201
H -4.99788 1.70049 6.36911  0.2152
H -4.43371 2.88251 7.36871  0.2405
H -3.28233 2.46121 6.09059  0.2321
H -3.00288 0.39429 6.84141  0.3136
C -4.77627 3.25212 -4.91947  -0.4922
O -5.79292 3.75948 -5.83074  -0.5044
H -3.90886 3.88934 -4.74732  0.2162
H -5.14131 2.94045 -3.94084  0.2320
H -4.36073 2.45848 -5.54042  0.2467
H -6.59850 3.26063 -5.67652  0.3017
C 7.45632 1.91397 -0.57733  -0.4782
O 8.52800 1.84597 -1.55107  -0.5089
H 7.82453 2.34409 0.35408  0.2410
H 6.60846 2.46400 -0.98562  0.2369
H 7.01282 0.94352 -0.35456  0.2084
H 8.80215 2.73442 -1.79004  0.3010
C -6.49388 0.06504 1.52712  -0.4663
O -5.89538 -1.20300 1.80076  -0.5030
H -7.09460 0.45923 2.34679  0.2213
H -5.67554 0.69937 1.18646  0.2277
H -7.06730 -0.11571 0.61793  0.2164
H -5.10478 -1.08485 2.33235  0.3060
C -0.57358 -7.85984 -1.18254  -0.4327
O -0.44489 -9.13318 -0.57469  -0.4843
H -1.00441 -8.08832 -2.15736  0.1923
H -1.12313 -7.20993 -0.50157  0.2142
H 0.41678 -7.50644 -1.46957  0.2474
H -0.19592 -8.97852 0.33948  0.2630
C 5.65677 -6.59209 2.46400  -0.4555
O 4.91003 -7.75080 2.76388  -0.4852
H 6.67539 -6.64979 2.84765  0.2218
H 5.72409 -6.38032 1.39689  0.2433
H 5.10322 -5.74522 2.86957  0.2029
H 3.97696 -7.52831 2.72552  0.2726
C -1.12112 -4.03833 -5.57632  -0.4408
O -2.48539 -4.25693 -5.71308  -0.4938
H -0.78669 -5.07549 -5.60003  0.2075
H -0.65255 -3.54778 -6.42949  0.2161
H -0.92312 -3.50883 -4.64437  0.2047
H -2.85575 -4.21429 -4.82842  0.3067
C 3.20613 7.57744 1.51257  -0.4465
O 2.98645 7.52423 2.89356  -0.4976
H 4.10644 8.15827 1.31215  0.2678
H 3.21664 6.53299 1.20093  0.1627
H 2.35186 8.03253 1.01136  0.2021
H 3.50722 8.24023 3.26468  0.3114
C 1.07761 2.97229 -4.77025  -0.4091
O 2.25316 3.35247 -5.35114  -0.5142
H 1.17177 2.41519 -3.83811  0.1969
H 0.51915 3.86119 -4.47690  0.1937
H 0.46882 2.52718 -5.55724  0.2282
H 2.97794 2.72304 -5.34051  0.3057

Cartesian forces, eV/Å:
0.012 0.472 -0.192
-1.908 0.356 1.765
-0.948 -1.511 -0.155
1.424 -0.036 -1.953
1.122 -0.866 -0.210
-0.811 0.490 0.186
-0.502 0.112 0.602
-0.232 0.057 0.473
0.706 2.212 -1.226
-0.304 -0.977 0.318
0.014 0.522 -0.269
-0.015 0.230 0.481
-0.115 0.046 -0.202
0.303 -0.935 0.089
-0.062 0.054 0.423
1.211 -0.245 -0.038
-0.627 -0.077 -0.653
0.497 -0.620 1.844
0.144 0.230 -1.273
0.823 -0.182 0.894
-0.673 0.219 -0.573
-0.135 0.425 -0.297
-0.055 -0.683 -1.547
0.545 0.780 1.094
-0.590 0.851 -0.260
-0.218 -0.163 -0.206
0.279 -0.755 0.860
0.044 -0.030 0.060
0.293 0.347 -0.649
-0.734 -0.684 0.600
-0.183 0.127 0.030
0.075 0.464 0.124
0.704 -0.336 -0.253
-0.161 0.081 0.149
0.979 -0.693 -1.072
-0.265 -0.464 0.450
0.108 0.068 -0.079
-0.257 0.711 0.408
-0.496 0.180 0.302
-0.003 0.204 -0.001
0.659 -0.932 -0.668
-0.015 -0.396 0.604
-0.773 0.537 0.258
-0.125 0.441 -0.658
0.124 0.614 0.464
0.140 -0.262 -0.030
-0.483 0.863 -0.314
0.066 -0.713 0.130
-0.279 -0.164 0.252
0.043 -0.338 -0.250
0.516 0.394 0.315
0.147 -0.024 -0.157
0.734 -1.249 0.044
-1.973 0.843 -0.273
1.403 0.159 0.531
-0.427 0.336 0.010
0.525 -0.060 -0.102
-0.262 -0.022 -0.206
-0.551 -0.325 -0.292
0.112 0.395 1.071
0.096 -0.405 -0.507
0.576 0.136 -0.491
-0.002 0.264 -0.156
-0.233 -0.072 0.374
-1.462 -0.016 0.205
2.090 1.304 -0.619
0.043 -0.562 -0.225
0.168 0.324 -0.044
-0.385 -0.759 0.457
-0.456 -0.293 0.235

=====

Computed, not measured: C24H60N6NbO3 as an isolated structure at a distorted geometry, with the ωB97M-V functional and the def2-TZVPD basis.

Values from the calculation:
HOMO energy: -0.1229 Ha
Total charge: -1
Energy: -1561.4439 Ha
Frontier orbital gap: 5.476 eV
Max |F|: 2.322 eV Å⁻¹
LUMO energy: 2.13 eV

Each line ends with the Mulliken charge.
Element x y z (Å)
C 8.72029 0.30494 1.06330  -1.0729
C 7.94171 0.00696 -0.28638  -0.3474
C 8.11764 1.19118 -1.29873  -0.7685
C 7.51304 2.56011 -0.76852  -0.8089
C 6.09178 2.35392 -0.14254  -0.6285
C 5.07366 1.82198 -1.20725  -0.5373
C 3.82835 1.16422 -0.45872  -0.8680
C 2.68128 2.26696 -0.44919  -0.2718
C 1.95646 2.23065 -1.84656  -0.8457
C 0.48619 2.81168 -1.72340  -0.8714
C -0.50642 1.66189 -1.23662  1.6285
C -1.77709 1.68462 -2.16514  -1.5777
Nb -3.75975 1.09158 -1.28599  -1.2471
C -5.84916 0.49449 -0.59330  -0.6329
N -6.91480 1.51012 -0.94284  -0.7580
C -3.63831 2.46212 0.55053  -0.7607
C -2.71732 3.71800 0.45924  -0.5439
C -1.54717 3.86240 1.50282  -0.4420
C -1.29548 2.68781 2.48307  0.3214
C 0.07947 2.77742 3.26468  -0.5991
C -0.13434 3.47920 4.67406  -1.1280
C -2.88230 -0.60257 0.02126  -1.0516
C -1.73892 -1.45060 -0.64145  0.8640
O -1.81489 -1.53051 -2.06163  -0.5123
C -1.74299 -2.93921 -0.04576  -0.3861
N -0.34032 -3.39978 0.17960  -0.6786
H 8.07601 0.00504 1.91871  0.2787
H 8.97009 1.38679 1.15811  0.2570
H 9.68989 -0.24069 1.06551  0.3469
H 6.87656 -0.24971 -0.10263  0.1858
H 8.41158 -0.90952 -0.70957  0.4065
H 9.21480 1.32484 -1.45321  0.3776
H 7.64192 0.91380 -2.26857  0.3217
H 7.41573 3.20716 -1.66612  0.3141
H 8.24877 2.98390 -0.05319  0.3895
H 6.11989 1.65066 0.72213  0.3192
H 5.71232 3.32706 0.24912  0.3382
H 4.71275 2.68321 -1.81295  0.3850
H 5.48593 1.05676 -1.89565  0.2882
H 4.10098 0.83622 0.56953  0.4438
H 3.50689 0.28678 -1.05760  0.3600
H 3.21653 3.24248 -0.39562  0.3477
H 1.97477 2.10206 0.38828  0.0147
H 1.94251 1.19964 -2.26031  0.3188
H 2.53408 2.86902 -2.55627  0.4066
H 0.23255 3.14866 -2.75588  0.4443
H 0.47538 3.70081 -1.05760  0.2708
H 0.05016 0.72152 -1.46930  0.1861
H -0.70635 1.71117 -0.14920  -0.7945
H -1.57335 1.02961 -3.05205  0.3422
H -1.87848 2.71831 -2.59203  0.6905
H -4.01062 -0.01569 -2.71040  -0.0349
H -4.54097 2.41264 -2.29673  -0.0887
H -5.82659 0.46335 0.52904  0.3072
H -6.22415 -0.47812 -0.98093  0.4193
H -7.00764 1.50422 -1.95782  0.2456
H -6.56665 2.44699 -0.74454  0.3028
H -4.69313 2.83560 0.67848  0.4961
H -3.48224 1.78314 1.41587  0.2671
H -3.36377 4.62143 0.61985  0.4417
H -2.27264 3.91327 -0.54838  0.2252
H -0.58592 4.04714 0.95669  -0.0855
H -1.68965 4.78701 2.11974  0.4239
H -1.34275 1.66935 2.03758  -0.5593
H -2.08460 2.69920 3.27626  0.4896
H 0.39795 1.73316 3.48828  0.3983
H 0.87628 3.25423 2.65856  0.1800
H 0.66968 4.22505 4.84568  0.3383
H -1.13724 3.95646 4.73475  0.3133
H -0.12059 2.67871 5.45074  0.2660
H -3.74994 -1.28480 0.20942  0.4825
H -2.52192 -0.20998 1.00054  0.2600
H -0.77227 -1.02283 -0.26699  -0.0673
H -0.98239 -1.85225 -2.41426  0.3312
H -2.30601 -3.61803 -0.71368  0.1171
H -2.19596 -2.83601 0.96391  0.2852
H -0.06836 -3.30599 1.14844  0.2697
H 0.31800 -2.88087 -0.39021  0.2743
C -5.20923 -4.49796 0.74656  0.5511
O -4.76554 -3.41521 0.40010  -0.5431
N -6.54990 -4.75946 0.78843  -0.4575
N -4.40613 -5.53302 1.11587  -0.2957
H -6.93764 -5.63944 1.06828  0.1408
H -7.16915 -4.01620 0.52085  0.2322
H -3.41561 -5.37454 1.09626  0.2116
H -4.74444 -6.43085 1.39955  0.1489
C -2.47238 -8.01447 -0.30707  0.6873
O -3.01472 -7.80195 0.76792  -0.6526
N -2.85106 -7.37998 -1.44828  -0.3537
N -1.44563 -8.89944 -0.44792  -0.4258
H -2.42233 -7.53315 -2.34029  0.1571
H -3.60384 -6.71711 -1.37618  0.2205
H -1.14152 -9.38239 0.37662  0.2143
H -0.98650 -9.08640 -1.31820  0.1511

Cartesian forces, eV/Å:
-0.486 0.000 -0.494
0.952 0.184 0.134
-0.349 -0.141 0.529
-0.130 -1.190 -0.326
0.322 0.170 -0.622
-0.535 -0.521 1.149
-0.020 1.341 -0.701
0.810 -1.324 -0.991
-0.406 1.222 0.904
0.863 -1.092 -0.330
0.484 0.587 -1.556
0.361 -0.051 -0.751
1.299 -0.209 1.913
-0.613 0.037 -0.372
-0.090 -0.116 -0.043
-1.059 0.566 -0.208
-0.103 0.988 0.483
0.702 -0.035 0.060
0.355 -0.237 0.745
-1.071 -0.187 0.571
0.297 -0.452 -0.653
0.128 -0.589 -1.059
-0.517 -1.054 1.970
-0.128 0.486 0.089
0.956 1.602 0.565
-0.382 -0.692 -0.342
0.746 0.171 -0.353
-0.326 -0.750 0.027
-0.724 0.252 0.206
0.637 0.365 -0.108
-0.441 0.554 0.041
-0.735 -0.055 -0.120
0.458 0.248 0.618
0.170 -0.034 0.690
-0.650 0.061 -0.406
0.158 0.499 -0.602
0.242 -0.637 -0.193
0.278 -0.662 0.205
0.159 0.581 0.439
-0.084 0.182 -0.696
-0.026 0.397 0.593
-0.711 -0.450 0.524
0.305 0.279 -0.486
-0.151 0.595 0.255
-0.280 -0.482 0.378
-0.265 -0.242 0.839
0.037 -0.458 -0.336
-0.585 0.467 0.563
0.044 0.052 -0.522
-0.073 0.525 0.598
-0.112 -0.696 0.382
-0.517 0.011 -0.291
-0.183 0.288 -0.196
0.118 -0.281 -0.725
0.287 0.423 0.532
0.085 0.034 0.205
0.072 -0.217 -0.039
0.765 -0.310 0.011
0.175 0.577 -0.397
0.422 -0.675 -0.190
-0.355 -0.566 0.599
-0.669 -0.206 0.305
0.023 -0.668 -0.386
-0.112 0.844 -0.212
0.394 -0.156 -0.679
-0.014 0.696 -0.333
-0.495 -0.141 0.325
-0.588 -0.424 0.250
0.764 -0.079 -0.124
0.138 0.794 -0.342
0.566 0.514 -0.020
-0.163 -0.331 -0.599
-0.507 -0.119 -0.677
0.141 -0.059 0.095
0.227 0.367 0.469
-0.071 -0.497 -0.830
-0.020 0.174 -0.132
-0.051 -0.011 0.126
0.399 0.385 0.049
-0.336 -0.290 0.048
-0.479 0.034 -0.070
-0.160 0.305 -0.015
0.061 -0.014 0.020
0.061 0.011 0.004
-0.001 -0.108 0.003
0.156 -0.093 -0.079
-0.147 0.224 0.033
0.276 -0.481 -0.013
-0.287 0.078 -0.102
0.181 -0.299 0.133
0.063 0.032 0.026
0.081 0.060 0.036
0.000 0.044 -0.009
-0.009 0.070 -0.013

=====

Computed, not measured: one molecule with the formula C9H13N3S at a distorted geometry, with the ωB97M-V functional and the def2-TZVPD basis.

Values from the calculation:
HOMO energy: -0.3106 Ha
Energy above the lowest of the compared OMol25 structures with the same formula, charge and spin: 102.6 kcal/mol
Energy: -913.0435 Ha
Frontier orbital gap: 9.404 eV
Max |F|: 6.129 eV Å⁻¹
LUMO energy: 0.95 eV

Each line ends with the Mulliken charge.
Element x y z (Å)
C -2.16485 -0.18954 0.94958  -1.0905
C -2.52944 0.76200 -1.23509  -0.5511
C -0.85872 0.24807 0.83535  -0.3111
C -1.21207 1.17143 -1.35317  -0.5358
C -2.99478 0.09751 -0.17430  0.9125
C -0.40491 0.88899 -0.31303  0.3331
C 3.18914 -0.50411 0.50100  -0.6437
C -4.48587 -0.27838 -0.03689  -1.2820
C 5.35258 -0.46322 -0.47356  -0.2681
N 1.86182 -0.15960 0.06705  -0.3349
N 1.64002 2.57875 0.72579  -0.5952
N 4.13347 -0.64758 -0.57248  -0.4082
S 1.29404 1.57593 -0.29067  0.2962
H -2.44429 -0.71784 1.73756  0.5813
H -3.09300 1.03237 -2.08997  0.3077
H -0.16104 0.06941 1.60602  0.3463
H -0.82482 1.70692 -2.15926  0.4902
H 3.06718 -1.44957 1.06211  0.3419
H 3.54298 0.10575 1.26453  0.4547
H -4.94779 0.30233 0.87565  0.2642
H -4.90776 0.04458 -0.98623  0.3469
H -4.60576 -1.30017 0.28004  0.3413
H 5.94193 -0.38361 0.39040  0.2542
H 6.01722 -0.55625 -1.35240  0.2338
H 1.65693 -0.45066 -0.91794  0.2771
H 1.73086 2.30742 1.68524  0.2393

Cartesian forces, eV/Å:
2.146 2.860 -4.978
0.835 0.916 -1.924
-0.948 -0.348 -0.178
-0.184 -0.574 1.176
-1.956 -1.578 3.309
1.404 0.530 1.866
-0.351 -1.677 -0.500
0.747 2.098 1.474
1.422 -0.835 -1.445
-1.129 1.500 -1.266
1.132 1.963 2.280
-1.450 0.237 -1.034
-0.226 -3.408 -3.370
-1.575 -2.116 3.375
-1.241 -0.086 -0.468
0.663 -0.210 0.831
0.292 0.778 -1.429
0.200 -0.157 -0.638
0.481 1.916 1.306
0.773 -0.687 -1.944
-0.829 -0.545 0.260
-0.170 -0.583 -0.598
0.412 0.649 1.936
-0.651 0.055 0.009
0.656 -0.619 1.197
-0.453 -0.078 0.751

=====

Computed, not measured: H10O5 as an isolated structure at a distorted geometry, with the ωB97M-V functional and the def2-TZVPD basis.

Values from the calculation:
HOMO energy: -0.2959 Ha
Energy above the lowest of the compared OMol25 structures with the same formula, charge and spin: 136.3 kcal/mol
Energy: -382.0069 Ha
Frontier orbital gap: 8.588 eV
Max |F|: 10.839 eV Å⁻¹
LUMO energy: 0.54 eV

Each line ends with the Mulliken charge.
Element x y z (Å)
H -1.27165 -0.31851 -0.25427  0.2715
H 0.05409 -1.05190 0.04047  0.2626
H -1.95584 -3.27071 -0.50616  0.2139
H -2.26364 -2.26295 -1.60976  0.2383
H 2.71271 -1.28406 1.73250  0.3039
H 1.21788 -1.15055 1.66089  0.3068
H 3.55055 1.33802 -1.06089  0.3001
H 4.56778 1.33307 -0.12876  0.3190
H -3.02921 3.28170 0.17963  0.3207
H -4.46312 3.33014 0.56762  0.3238
O -0.86274 -1.18960 -0.06688  -0.5291
O -1.74252 -2.40038 -0.80328  -0.4490
O 2.06670 -0.65270 1.66379  -0.6193
O 4.42345 1.59232 -1.06317  -0.6204
O -3.77484 2.65734 0.19188  -0.6428

Cartesian forces, eV/Å:
0.607 -0.312 0.482
2.306 1.256 0.252
-0.890 -1.786 0.106
-0.291 -0.618 -0.293
2.549 -2.475 0.291
0.843 0.596 0.161
-3.591 -0.732 -0.962
0.810 0.446 -0.594
0.151 -0.608 -0.212
1.382 -2.176 -0.990
4.298 8.618 4.869
-6.016 -7.139 -5.507
-3.392 1.883 -0.386
2.748 0.270 1.588
-1.515 2.777 1.195